Record 1
DFT (ωB97M-V with the def2-TZVPD basis set) results for a structure of composition CHFN2O.

```
6
Properties=species:S:1:pos:R:3:forces:R:3
C 0.479292 0.591904 -0.112630 0.368 -2.161 -1.175
N 0.455497 -0.778600 0.089723 -0.268 2.503 -0.049
N -0.424745 0.153713 0.873473 -2.157 -1.757 -0.261
O 0.916979 1.504225 -0.707640 -0.005 0.162 0.116
F -1.896846 0.256965 0.213019 2.687 -0.113 0.603
H 0.469823 -1.728206 -0.355944 -0.624 1.366 0.766
```
Positions in Å, forces in eV/Å.

Summary:
* orbital gap: 10.5063 eV
* LUMO level: -0.544 eV
* M: 76.03 g/mol
* HOMO: -11.05 eV
* net charge: 0
* relative energy (zero: lowest compared OMol25 entry of this formula, charge and spin): 71.2 kcal/mol


Record 2
DFT (ωB97M-V with the def2-TZVPD basis set) results for a cluster of 11 separate species, H22O11 in total.

```
33
Properties=species:S:1:pos:R:3:forces:R:3
O -14.847000 -19.022000 -12.464000 -0.707 0.512 1.791
H -14.712000 -19.163000 -13.383000 0.730 -0.350 -1.368
H -14.126000 -19.382000 -11.942000 0.005 -0.249 -0.386
O -12.767000 -17.614000 -14.138000 -0.340 0.361 0.221
H -12.695000 -17.725000 -13.185000 0.247 0.010 0.077
H -13.695000 -17.343000 -14.201000 0.193 -0.046 -0.258
O -16.709000 -17.729000 -16.708000 1.313 0.057 0.779
H -16.146000 -17.271000 -17.345000 -0.442 0.127 -0.069
H -15.998000 -17.936000 -16.029000 -1.275 0.258 -0.600
O -14.752000 -19.292000 -15.312000 -0.106 0.425 -0.760
H -14.296000 -18.967000 -16.123000 -0.098 -0.324 0.754
H -15.597000 -19.678000 -15.606000 0.554 -0.067 0.107
O -17.579000 -17.649000 -13.490000 0.839 0.189 2.005
H -17.302000 -18.435000 -13.929000 0.279 -1.000 -0.384
H -18.088000 -17.200000 -14.117000 -1.220 1.148 -1.482
O -17.316000 -20.069000 -14.839000 0.551 0.264 0.394
H -17.570000 -20.841000 -14.351000 -0.278 -0.681 0.634
H -17.699000 -20.185000 -15.690000 -0.640 0.082 -1.251
O -15.511000 -19.915000 -18.014000 0.000 -1.207 -0.029
H -15.988000 -20.555000 -18.544000 0.003 -0.420 -0.113
H -15.827000 -19.094000 -18.352000 -0.304 1.186 -0.076
O -15.150000 -21.917000 -13.808000 1.556 -3.464 0.450
H -15.590000 -21.126000 -13.859000 -1.393 3.009 -0.376
H -15.093000 -22.305000 -14.687000 -0.006 0.303 0.093
O -11.986000 -20.490000 -14.655000 0.011 -0.541 -0.784
H -12.054000 -20.208000 -13.747000 -0.295 0.203 0.141
H -12.792000 -20.206000 -15.124000 0.452 0.178 0.678
O -12.847000 -20.196000 -17.435000 0.747 -0.102 0.205
H -12.660000 -21.065000 -17.066000 0.341 0.039 0.081
H -13.759000 -20.251000 -17.699000 -0.796 0.063 -0.450
O -13.859000 -17.156000 -17.285000 0.395 -0.486 -0.142
H -13.009000 -17.168000 -17.751000 -0.130 -0.235 0.297
H -14.314000 -16.410000 -17.656000 -0.185 0.761 -0.179
```
Positions in Å, forces in eV/Å.

Summary:
* orbital gap: 9.9508 eV
* LUMO level: -0.359 eV
* M: 198.17 g/mol
* HOMO: -10.31 eV
* SMILES string: O.O.O.O.O.O.O.O.O.O.O
* net charge: 0
* relative energy (zero: lowest compared OMol25 entry of this formula, charge and spin): 47.7 kcal/mol


Q: Look up the orbital gap of the first one.
A: 10.5063 eV


Q: The highest HOMO belongs to which entry?
A: H22O11